Record 1
A structure of composition C47H40Cl7CsN6O5S2 in a non-equilibrium geometry, computed with ωB97M-V with the def2-TZVPD basis set.

## Properties
Charge: -2
Energy relative to the best compared isomer or geometry (same formula, charge and spin) (kcal per mole): 3.4
LUMO (eV): 3.23
HOMO level (eV): -1.92
Calculated total energy (eV): -178446.69544
Gap between HOMO and LUMO (Ha): 0.18928
Strongest force on any atom (eV/Å): 1.65

Last column: Löwdin charge in e.
CARTESIAN COORDINATES (ANGSTROEM)
Cs -0.7478 1.7918 0.1711  1.105
Cl 0.8772 3.9941 7.4447  0.581
C 0.1039 3.9248 5.8774  -0.700
C 0.7576 3.2875 4.8343  -0.079
C 0.2107 3.1722 3.5567  -0.237
N 0.9097 2.5054 2.5482  0.044
C 1.3624 1.2942 2.7271  -0.583
O 2.0708 0.6499 1.8988  -0.106
C 0.9994 0.4956 3.9726  -0.219
C 2.0037 0.0393 4.8267  -0.037
C 1.6576 -0.7042 5.9367  -0.084
C 0.3172 -1.0000 6.1504  -0.088
C -0.6067 -0.5229 5.2345  -0.145
N -0.2861 0.2153 4.1762  0.135
C -1.0432 3.8157 3.2954  -0.211
C -1.6780 4.4513 4.3705  -0.051
C -1.1291 4.4953 5.6424  -0.693
Cl -2.0138 5.3018 6.9195  0.585
N -1.6251 3.6986 2.0372  -0.034
C -2.5299 4.5710 1.6120  -0.528
O -2.9732 5.6152 2.1315  -0.030
C -3.1840 4.1922 0.2791  -0.230
C -4.5737 4.0706 0.2480  -0.021
C -5.1927 3.7110 -0.9344  -0.081
C -4.4171 3.5085 -2.0680  -0.073
C -3.0479 3.6786 -1.9572  -0.167
N -2.4412 4.0068 -0.8143  0.012
H 1.7374 2.8679 5.0193  0.103
H 3.0355 0.2816 4.6055  0.119
H 2.4188 -1.0549 6.6241  0.099
H -0.0065 -1.5787 7.0063  0.087
H -1.6653 -0.7343 5.3593  0.099
H -2.6230 4.9388 4.1887  0.093
H -5.1344 4.2588 1.1537  0.111
H -6.2694 3.5846 -0.9740  0.094
H -4.8492 3.2079 -3.0144  0.096
H -2.4067 3.5041 -2.8133  0.087
Cl -0.5055 -1.5405 1.0718  0.541
C -2.2811 -1.3947 1.0827  -0.983
Cl -2.8457 0.0370 1.9477  0.517
H -2.6803 -2.2730 1.5758  0.021
H -2.5956 -1.2823 0.0498  -0.011
S 1.9350 0.5293 -2.2554  0.755
C 3.2276 -0.3736 -1.7941  -0.719
N 3.5449 -1.5612 -2.3500  -0.121
C 4.5676 -2.3910 -1.7399  -0.116
C 4.3927 -2.3309 -0.2428  -0.112
N 4.5077 -0.9426 0.1780  -0.096
C 5.0196 -0.6560 1.5202  -0.130
C 4.6868 -1.7807 2.4675  -0.224
C 5.6919 -2.5264 3.0729  -0.058
C 5.3781 -3.5808 3.9221  -0.102
C 4.0494 -3.9035 4.1588  -0.101
C 3.0411 -3.1614 3.5559  -0.068
C 3.3548 -2.1020 2.7190  -0.040
C 4.1262 0.0532 -0.6482  -0.761
S 4.6122 1.6110 -0.4906  0.738
C 2.7976 -2.1349 -3.4601  -0.134
C 1.9005 -3.2605 -3.0003  -0.205
C 2.0149 -4.5330 -3.5445  -0.058
C 1.1984 -5.5683 -3.1038  -0.099
C 0.2659 -5.3357 -2.1059  -0.094
C 0.1504 -4.0658 -1.5512  -0.078
C 0.9596 -3.0333 -1.9951  -0.037
H 5.5697 -2.0570 -2.0312  0.135
H 4.4241 -3.4149 -2.0855  0.126
H 5.1733 -2.9056 0.2566  0.133
H 3.4266 -2.7627 0.0386  0.135
H 4.5428 0.2742 1.8336  0.091
H 6.1045 -0.5040 1.4814  0.122
H 6.7300 -2.2765 2.8797  0.104
H 6.1701 -4.1499 4.3941  0.091
H 3.7995 -4.7249 4.8196  0.093
H 2.0009 -3.3883 3.7553  0.108
H 2.5837 -1.4754 2.2816  0.095
H 3.5123 -2.5044 -4.2011  0.125
H 2.2109 -1.3310 -3.9026  0.081
H 2.7484 -4.7164 -4.3229  0.104
H 1.2968 -6.5557 -3.5383  0.094
H -0.3699 -6.1402 -1.7579  0.096
H -0.5709 -3.8711 -0.7676  0.082
H 0.8603 -2.0431 -1.5647  0.074
Cl 0.5646 4.0373 -2.2623  0.526
C 2.2974 4.1827 -2.0039  -1.019
Cl 3.1312 4.9658 -3.3783  0.455
H 2.7180 3.1905 -1.8796  -0.076
H 2.4646 4.7982 -1.1287  0.032
C -5.6794 -0.4183 -3.0778  -0.022
C -5.1680 -0.1230 -4.4636  -0.178
C -5.9486 0.6684 -5.3014  -0.083
C -5.5674 0.9401 -6.6014  -0.674
Cl -6.6004 1.9278 -7.6150  0.599
C -4.3910 0.4298 -7.1132  -0.116
C -3.5993 -0.3484 -6.2894  0.002
C -3.9602 -0.6240 -4.9743  -0.246
O -3.1212 -1.4814 -4.3279  -0.038
C -2.7045 -1.2527 -2.9777  -0.094
C -2.3661 0.2066 -2.6016  -0.697
O -2.1637 1.0051 -3.5217  0.020
O -2.3232 0.3998 -1.3563  -0.342
H -6.7027 -0.0547 -2.9802  0.074
H -5.0820 0.0646 -2.3035  0.083
H -5.6845 -1.4916 -2.8805  0.084
H -6.8824 1.0698 -4.9274  0.104
H -4.0925 0.6497 -8.1291  0.098
H -2.6549 -0.7427 -6.6398  0.122
H -1.7886 -1.8376 -2.8707  0.119
H -3.4405 -1.6484 -2.2760  0.101



Record 2
A structure of composition C47H40MoN4OSb2, computed with ωB97M-V with the def2-TZVPD basis set.

## Properties
2S+1: 3
Charge: +4
⟨S²⟩: 2.050
Energy relative to the best compared isomer or geometry (same formula, charge and spin) (kcal per mole): 0.0
LUMO (alpha / beta) (eV): -10.50 / -12.09
HOMO level (alpha / beta) (eV): -17.48 / -17.84
Calculated total energy (eV): -72288.50120
Gap between HOMO and LUMO (alpha / beta) (Ha): 0.25625 / 0.21160
Strongest force on any atom (eV/Å): 0.43

Last column: Löwdin spin population.
CARTESIAN COORDINATES (ANGSTROEM)
Mo -1.0245 -1.0371 -1.1197  0.965
C 8.5746 7.9331 2.1134  0.009
O 7.1450 8.0185 1.8422  0.203
C 6.4052 6.9825 1.6601  0.132
C 5.0202 7.2521 1.4072  0.111
C 4.1607 6.2232 1.2014  -0.006
C 4.6247 4.8812 1.2335  0.210
C 5.9978 4.6182 1.4875  0.018
C 6.8810 5.6313 1.6981  0.119
C 3.6604 3.8244 1.0106  -0.005
N 2.3701 4.0430 0.8196  0.075
C 1.8194 2.8193 0.6420  0.010
C 2.7768 1.8237 0.7351  0.048
N 3.9463 2.4775 0.9923  0.021
C 2.4537 0.4302 0.6375  0.005
C 3.3365 -0.6358 0.8756  0.018
C 2.8645 -1.9245 0.8449  -0.002
C 1.5301 -2.1531 0.5117  0.023
N 0.6797 -1.1679 0.2399  -0.003
C 1.1154 0.1222 0.3525  0.017
C 0.0994 1.1600 0.2625  0.002
N -1.1993 0.7500 0.1044  -0.001
C -2.1609 1.6595 0.2339  0.012
C -1.9037 3.0131 0.4532  0.004
C -0.6032 3.4472 0.5267  0.007
C 0.4311 2.5010 0.4495  0.007
H 8.9025 8.9601 2.2151  0.000
H 9.0754 7.4537 1.2750  0.005
H 8.7358 7.3883 3.0414  0.005
H 4.6998 8.2852 1.3878  0.003
H 3.1141 6.4091 1.0093  -0.003
H 6.3703 3.6029 1.5234  -0.003
H 7.9227 5.4220 1.8923  0.005
H 4.8550 2.0614 1.1161  0.000
H 4.3761 -0.4504 1.1145  0.001
H 3.5091 -2.7631 1.0676  -0.001
H 1.1417 -3.1593 0.4772  0.001
H -3.1787 1.3066 0.1721  0.000
H -2.7324 3.6993 0.5572  0.000
H -0.3601 4.4908 0.6795  0.000
C -2.8978 -4.7292 -2.0389  -0.005
C -3.8820 -3.7875 -2.7225  -0.001
C -4.7636 -2.9984 -1.7640  -0.004
Sb -3.7277 -1.3797 -0.8398  -0.019
C -3.6484 0.2254 -2.2077  0.007
C -4.3931 1.3946 -2.2381  0.002
C -3.9613 2.4543 -3.0309  0.001
C -2.7702 2.3736 -3.7494  0.004
C -2.0058 1.2183 -3.7085  -0.001
C -2.4470 0.1490 -2.9304  0.008
C -4.7069 -0.8414 0.9219  -0.006
C -3.9740 -0.7173 2.1001  0.000
C -4.6392 -0.3897 3.2731  0.000
C -6.0141 -0.1899 3.2607  0.000
C -6.7373 -0.3187 2.0819  0.000
C -6.0879 -0.6518 0.9007  -0.001
Sb -1.3764 -3.7278 -0.9232  -0.018
C -1.0133 -4.7554 0.8558  -0.005
C -0.8410 -6.1389 0.8092  -0.001
C -0.6122 -6.8275 1.9928  0.000
C -0.5664 -6.1397 3.1991  0.000
C -0.7473 -4.7627 3.2360  0.000
C -0.9714 -4.0590 2.0611  0.000
C 0.3739 -3.6168 -2.0943  0.008
C 1.5508 -4.3401 -1.9703  0.003
C 2.6908 -3.9008 -2.6358  0.001
C 2.6788 -2.7192 -3.3725  0.004
C 1.5167 -1.9727 -3.4781  -0.001
C 0.3649 -2.4270 -2.8343  0.009
H -2.3622 -5.3342 -2.7703  -0.001
H -3.3973 -5.3993 -1.3378  0.000
H -4.5341 -4.4001 -3.3505  0.000
H -3.3620 -3.1163 -3.4152  0.000
H -5.5961 -2.5310 -2.2903  -0.001
H -5.1715 -3.6193 -0.9654  0.000
H -5.3122 1.4836 -1.6710  0.000
H -4.5658 3.3499 -3.0983  0.000
H -2.4566 3.2052 -4.3659  0.000
H -1.1075 1.1358 -4.3074  0.000
H -1.9958 -0.8492 -3.0746  0.002
H -2.9016 -0.8797 2.1125  0.000
H -4.0877 -0.2997 4.1995  0.000
H -6.5281 0.0602 4.1791  0.000
H -7.8087 -0.1698 2.0807  0.000
H -6.6642 -0.7690 -0.0099  0.000
H -0.8915 -6.6856 -0.1256  0.000
H -0.4788 -7.9007 1.9712  0.000
H -0.3970 -6.6835 4.1187  0.000
H -0.7240 -4.2400 4.1831  0.000
H -1.1231 -2.9850 2.0937  0.000
H 1.5830 -5.2527 -1.3866  0.000
H 3.5962 -4.4928 -2.5914  0.000
H 3.5724 -2.4003 -3.8921  0.000
H 1.4932 -1.0799 -4.0901  0.000
H -0.6025 -1.9701 -3.0934  0.003



Record 3
A structure of composition C47H41AgBrN2O2P2Si in a non-equilibrium geometry, computed with ωB97M-V with the def2-TZVPD basis set.

## Properties
Charge: -1
LUMO (eV): 2.49
HOMO level (eV): -3.71
Calculated total energy (eV): -156979.46331
Gap between HOMO and LUMO (Ha): 0.22805
Strongest force on any atom (eV/Å): 1.50

Last column: natural (NBO) charge in e.
CARTESIAN COORDINATES (ANGSTROEM)
Ag -1.4908 -1.7717 -0.1861  0.736
C -2.0444 -0.9096 3.1783  -1.112
Si -1.2585 -0.0180 1.6286  0.739
C -1.8815 1.7931 1.9660  -0.402
C -2.9614 2.1106 2.7837  -0.166
C -3.3246 3.4231 3.0282  -0.229
C -2.6172 4.4627 2.4431  -0.242
C -1.5620 4.1764 1.5962  -0.201
C -1.2106 2.8539 1.3563  -0.391
P 0.1245 2.3850 0.2071  0.985
C -0.4950 3.0390 -1.3811  -0.355
C -1.8192 3.4304 -1.5516  -0.215
C -2.3112 3.6995 -2.8164  -0.213
C -1.4902 3.5858 -3.9248  -0.238
C -0.1727 3.1812 -3.7686  -0.151
C 0.3163 2.8922 -2.5093  -0.239
C 1.3925 3.6088 0.6786  -0.248
C 1.9178 3.5056 1.9657  -0.224
C 2.9445 4.3346 2.3748  -0.202
C 3.4619 5.2822 1.5055  -0.229
C 2.9384 5.3974 0.2287  -0.209
C 1.9098 4.5684 -0.1837  -0.249
C 0.5963 0.2647 2.1863  -0.473
C 0.7533 0.3445 3.5710  -0.172
C 1.9794 0.3512 4.2054  -0.240
C 3.1272 0.3200 3.4370  -0.227
C 3.0112 0.3157 2.0624  -0.240
C 1.7724 0.2501 1.4149  -0.232
P 1.9866 0.6002 -0.3869  0.830
C 3.6025 -0.3017 -0.6442  -0.345
C 3.8517 -1.6457 -0.3702  -0.150
C 5.1059 -2.1770 -0.6080  -0.238
C 6.1298 -1.3789 -1.0980  -0.226
C 5.8965 -0.0402 -1.3532  -0.212
C 4.6356 0.4875 -1.1361  -0.219
C 0.9846 -0.4129 -1.5577  -0.395
C 1.6048 -1.2794 -2.4601  -0.160
C 0.9171 -1.8357 -3.5251  -0.225
C -0.4068 -1.5128 -3.7570  -0.211
C -1.0330 -0.6141 -2.9127  -0.243
C -0.3573 -0.0891 -1.8153  -0.171
H -2.2012 -0.2818 4.0490  0.194
H -1.4145 -1.7398 3.4749  0.236
H -3.0116 -1.3247 2.9034  0.216
H -3.5260 1.3147 3.2466  0.197
H -4.1563 3.6430 3.6881  0.198
H -2.9005 5.4909 2.6338  0.200
H -1.0092 4.9768 1.1180  0.209
H -2.4837 3.4891 -0.7020  0.230
H -3.3488 3.9777 -2.9370  0.206
H -1.8887 3.7863 -4.9099  0.204
H 0.4662 3.0727 -4.6354  0.200
H 1.3209 2.5038 -2.3907  0.232
H 1.5166 2.7681 2.6453  0.233
H 3.3478 4.2379 3.3743  0.207
H 4.2648 5.9332 1.8265  0.202
H 3.3377 6.1368 -0.4538  0.201
H 1.5029 4.6753 -1.1788  0.220
H -0.1308 0.4115 4.1843  0.196
H 2.0445 0.3880 5.2864  0.199
H 4.1088 0.3279 3.8932  0.199
H 3.9198 0.3696 1.4778  0.216
H 3.0571 -2.2613 0.0311  0.223
H 5.2943 -3.2249 -0.4146  0.205
H 7.1129 -1.7990 -1.2616  0.202
H 6.6927 0.5903 -1.7236  0.202
H 4.4374 1.5353 -1.3325  0.217
H 2.6506 -1.5234 -2.3631  0.208
H 1.4291 -2.5143 -4.1936  0.202
H -0.9391 -1.9394 -4.5933  0.208
H -2.0381 -0.2743 -3.1227  0.222
H -0.8456 0.6861 -1.2408  0.228
C -4.7910 -5.3240 -0.1288  -0.629
C -4.7008 -3.8444 -0.3222  -0.059
C -5.6576 -2.9911 0.2288  -0.160
C -5.5581 -1.6269 -0.0090  -0.277
C -4.4569 -1.1857 -0.7077  0.156
Br -4.2698 0.6625 -1.0994  0.059
N -3.4968 -1.9607 -1.1974  -0.504
C -3.6718 -3.2865 -1.0628  0.041
H -5.8283 -5.6506 -0.1707  0.206
H -4.3883 -5.5957 0.8476  0.222
H -4.2142 -5.8404 -0.8910  0.234
H -6.4888 -3.3932 0.7924  0.210
H -6.3107 -0.9334 0.3307  0.228
H -2.9627 -3.9107 -1.5903  0.250
O -1.1929 -5.2735 -2.4055  -0.665
C -0.4505 -4.9647 -1.4887  0.677
C 0.7592 -5.8132 -1.0406  -0.520
C 1.1817 -5.1543 0.2600  -0.506
C 0.3261 -3.8849 0.2867  0.661
O 0.4280 -3.0134 1.1402  -0.654
N -0.5606 -3.8672 -0.7153  -0.749
H 1.5206 -5.7430 -1.8205  0.220
H 0.4727 -6.8608 -0.9408  0.214
H 2.2384 -4.8897 0.3136  0.217
H 0.9377 -5.7593 1.1372  0.219



Record 4
A structure of composition C47H41BMgN9O4Se in a non-equilibrium geometry, computed with ωB97M-V with the def2-TZVPD basis set.

## Properties
Charge: +1
Energy relative to the best compared isomer or geometry (same formula, charge and spin) (kcal per mole): 0.0
LUMO (eV): -3.10
HOMO level (eV): -9.67
Calculated total energy (eV): -142472.56249
Gap between HOMO and LUMO (Ha): 0.24110
Strongest force on any atom (eV/Å): 2.53

Last column: Löwdin charge in e.
CARTESIAN COORDINATES (ANGSTROEM)
Mg -0.8174 0.2713 0.6123  0.664
C -1.1923 -0.4780 5.1606  -0.044
O -1.6702 0.8083 4.7719  0.035
C -1.3239 0.9624 3.4815  -0.304
N -0.7980 -0.0326 2.8944  0.128
C -0.8319 -1.1518 3.8140  -0.229
C 0.4477 -1.9326 3.8167  -0.194
C 0.4100 -3.3187 3.8579  -0.031
C 1.5846 -4.0470 3.8120  -0.068
C 2.8001 -3.3927 3.7087  -0.076
C 2.8432 -2.0085 3.6962  -0.072
C 1.6700 -1.2770 3.7617  -0.038
C -1.6436 2.2200 2.8310  -0.165
C -2.5181 3.1052 3.4623  0.051
C -2.8512 4.2774 2.8080  0.001
C -2.2769 4.5328 1.5738  0.045
C -1.4178 3.5826 1.0200  -0.155
N -1.1226 2.4319 1.6238  0.149
C -0.8116 3.8560 -0.2826  -0.294
N -0.2247 3.0033 -1.0191  0.162
C 0.1684 3.6722 -2.2479  -0.242
C -0.2783 5.1447 -2.0158  -0.055
O -0.9253 5.1169 -0.7492  0.021
C 1.6414 3.5801 -2.5586  -0.206
C 2.5485 3.1924 -1.5885  -0.036
C 3.9011 3.1541 -1.8709  -0.065
C 4.3600 3.5330 -3.1205  -0.074
C 3.4565 3.9170 -4.0976  -0.066
C 2.1000 3.9372 -3.8222  -0.039
H -1.9720 -0.9934 5.7170  0.138
H -0.3143 -0.3380 5.8010  0.139
H -1.6512 -1.8033 3.4852  0.155
H -0.5421 -3.8269 3.9239  0.120
H 1.5462 -5.1251 3.8573  0.110
H 3.7165 -3.9591 3.6496  0.108
H 3.7956 -1.5008 3.6416  0.110
H 1.6937 -0.1955 3.7621  0.114
H -2.9159 2.8593 4.4339  0.129
H -3.5381 4.9801 3.2508  0.123
H -2.4856 5.4452 1.0388  0.127
H -0.3909 3.2277 -3.0780  0.129
H -0.9836 5.5061 -2.7659  0.136
H 0.5812 5.8186 -1.9665  0.138
H 2.1823 2.9206 -0.6102  0.076
H 4.5940 2.8289 -1.1114  0.094
H 5.4175 3.5407 -3.3337  0.106
H 3.8100 4.1983 -5.0778  0.109
H 1.3988 4.2430 -4.5856  0.122
Se 5.9062 -3.5639 -0.6237  1.167
N 5.5084 -1.9313 -0.1089  -0.236
C 4.2050 -1.8375 0.0741  -0.329
C 3.5185 -0.6542 0.5113  -0.077
C 4.1878 0.5147 0.8877  0.026
C 3.4412 1.5844 1.3331  -0.032
C 2.0485 1.4754 1.3328  -0.133
N 1.4036 0.3907 0.9627  0.095
C 2.1087 -0.6777 0.5888  -0.155
C 1.3798 -1.9052 0.3472  -0.153
N 0.0645 -1.8791 0.5512  0.107
C -0.6197 -2.9956 0.4342  -0.087
C -0.0467 -4.2153 0.0723  -0.003
C 1.3110 -4.2623 -0.1599  0.028
C 2.0567 -3.0908 -0.0087  -0.079
C 3.4800 -3.0457 -0.1825  -0.329
N 4.2259 -4.0645 -0.5652  -0.235
H 5.2658 0.5419 0.8363  0.126
H 3.9205 2.4911 1.6720  0.121
H 1.4277 2.2982 1.6613  0.111
H -1.6780 -2.9301 0.6390  0.118
H -0.6553 -5.0999 -0.0159  0.117
H 1.8218 -5.1704 -0.4372  0.123
O -3.1789 -1.2565 -0.6107  0.075
B -2.7323 -0.4419 0.4247  -0.511
O -3.5041 -0.7064 1.5568  0.101
C -4.4127 -1.6630 1.2120  -0.213
C -5.4034 -2.2653 1.9614  0.005
C -6.1705 -3.2328 1.3277  -0.088
C -5.9536 -3.5838 0.0016  -0.087
C -4.9659 -2.9722 -0.7570  0.008
C -4.2053 -2.0075 -0.1283  -0.219
H -5.5757 -1.9909 2.9896  0.116
H -6.9593 -3.7196 1.8792  0.103
H -6.5699 -4.3444 -0.4519  0.104
H -4.8003 -3.2319 -1.7906  0.118
C -1.6494 0.5356 -2.7298  -0.155
C -1.5294 0.7562 -4.2555  -0.144
N -0.4738 -0.0883 -4.7868  -0.161
C -0.7695 -1.4802 -4.4840  -0.142
C -0.8512 -1.6823 -2.9488  -0.142
N -0.6239 -0.4051 -2.2724  -0.154
C 0.7042 0.0838 -2.6385  -0.144
C 0.7876 0.2873 -4.1706  -0.138
H -2.6159 0.1070 -2.4674  0.109
H -1.5223 1.4618 -2.1714  0.083
H -1.2777 1.7921 -4.4961  0.104
H -2.4557 0.5062 -4.7745  0.120
H 0.0185 -2.0915 -4.9261  0.117
H -1.7098 -1.7419 -4.9720  0.119
H -0.0982 -2.3938 -2.6001  0.111
H -1.8316 -2.0526 -2.6471  0.110
H 1.4332 -0.6588 -2.3037  0.112
H 0.8865 1.0144 -2.1040  0.082
H 1.5731 -0.3238 -4.6163  0.120
H 0.9901 1.3310 -4.4195  0.104